Entry 1:
Here is a molecular structure, C44H47F5LuN7O4PS9 from OMol25. Energies are from the ωB97M-V functional and the def2-TZVPD basis.

```
118
Properties=species:S:1:pos:R:3
Lu 0.84 -1.48 -1.23
S 0.48 0.89 -2.80
S 0.61 -8.21 2.25
S 2.04 0.17 1.19
S 0.50 -6.36 -2.05
S -0.50 -5.49 1.77
S 2.24 -6.03 1.08
S -4.02 -2.06 -2.88
S -0.43 -2.61 0.95
S 2.78 -3.29 0.00
P -1.29 1.19 0.79
F 0.16 2.65 -5.18
F 0.27 1.94 -7.78
F 0.62 -0.65 -8.49
F 0.83 -2.56 -6.54
F 0.74 -1.86 -3.95
O 4.37 -2.49 -2.54
O 2.61 -1.18 -2.23
O 7.68 2.20 1.41
O 6.23 3.67 0.83
N 1.74 -0.17 3.81
N 0.48 -3.79 -2.21
N 2.57 -4.76 -2.70
N -1.52 -1.87 -2.28
N 2.73 -1.93 2.66
N 6.69 2.55 0.79
N -2.54 0.17 -2.89
C -4.89 -0.94 0.51
C 4.69 -0.37 -1.49
C 1.77 -0.91 4.89
C -2.00 1.23 4.90
C -1.08 2.76 -0.23
C 2.73 -2.70 3.74
C 0.41 1.01 -6.83
C 6.60 0.31 -0.21
C 0.37 1.36 -5.49
C 0.59 -0.31 -7.20
C -1.87 -3.21 -2.17
C 0.77 -6.67 1.72
C -1.55 0.69 3.53
C -3.11 0.84 0.44
C -0.19 2.69 2.97
C 0.62 4.20 -1.42
C -1.00 -5.53 -1.85
C 4.14 0.90 -1.36
C 2.23 -2.23 4.92
C 4.80 1.87 -0.63
C 0.51 0.42 -4.46
C -1.49 5.24 -0.54
C -1.39 2.61 5.19
C -4.23 1.68 1.10
C 3.86 -1.45 -2.15
C -0.04 2.73 4.50
C 0.37 3.24 -0.24
C -0.83 -4.20 -2.00
C -5.66 -0.32 1.69
C -1.40 1.84 2.54
C -0.66 4.97 -1.79
C 1.67 -4.40 0.75
C 0.39 -4.13 1.09
C -3.17 -3.49 -2.44
C 1.29 -4.81 -2.32
C -4.95 0.93 2.22
C -2.54 -1.15 -2.67
C 2.16 -0.69 2.64
C 5.93 -0.66 -0.94
C 0.70 -1.28 -6.21
C 6.02 1.56 -0.04
C -2.02 3.93 0.07
C 0.66 -0.90 -4.88
C -3.39 -0.66 0.65
H -0.39 5.91 -2.28
H -5.24 -0.52 -0.43
H -4.96 1.96 0.34
H 1.41 -0.44 5.80
H -3.17 1.03 -0.64
H -2.05 3.40 4.82
H -5.75 -1.05 2.50
H -1.25 4.39 -2.50
H -1.70 0.52 5.68
H -2.33 5.90 -0.78
H -0.59 0.19 3.61
H -5.68 1.59 2.70
H 2.20 -2.84 5.81
H -3.66 -4.44 -2.42
H 0.72 2.29 2.54
H -4.23 0.65 2.98
H -1.89 -6.08 -1.62
H 2.96 -2.35 1.71
H 3.14 -5.57 -2.53
H 3.19 1.12 -1.81
H -3.09 1.30 4.93
H 0.60 3.76 0.69
H 7.56 0.12 0.25
H -1.30 2.40 -1.24
H -3.01 3.71 -0.36
H 1.05 2.39 -0.31
H -1.66 0.68 -2.83
H 0.46 3.66 4.80
H -1.30 2.75 6.27
H -3.36 0.61 -3.27
H -5.07 -2.02 0.48
H 0.96 3.64 -2.30
H -2.30 2.45 2.59
H 3.08 -3.87 -2.71
H -3.84 2.62 1.50
H 0.60 1.90 4.82
H -2.82 -1.24 -0.08
H -0.86 5.77 0.19
H 3.17 -3.69 3.62
H -3.05 -1.00 1.63
H -2.26 -0.06 3.18
H -2.15 4.07 1.14
H -0.33 3.72 2.61
H 1.41 4.91 -1.15
H 4.38 2.86 -0.49
H -6.68 -0.08 1.37
H 6.35 -1.64 -1.07
```

Its net charge is -1. Its HOMO-LUMO gap is 0.2210 Ha. The calculation puts the largest force on an atom at 1.18 eV Å⁻¹.

Entry 2:
Here is a molecular structure, C23H49N4OOsP3 from OMol25. Energies are from the ωB97M-V functional and the def2-TZVPD basis.

```
81
Properties=species:S:1:pos:R:3
Os 0.31 0.83 0.34
P 0.96 3.07 -0.33
P -0.03 0.54 -1.83
P -0.61 1.64 2.20
O -2.19 -3.23 -1.01
N 2.85 -2.33 1.98
N 2.04 -0.41 0.66
N 3.80 -1.89 -0.24
N 4.31 -0.40 1.63
C -1.84 2.99 1.97
C 3.40 -2.94 0.73
C -3.36 -3.05 -1.68
C 0.97 1.16 -3.27
C -1.65 1.10 -2.47
C -5.05 -4.03 -3.08
C -4.10 -1.85 -1.54
C 2.60 -1.08 -0.55
C 0.52 2.10 3.58
C -0.40 3.98 -1.22
C -2.87 -1.94 1.78
C 3.13 0.42 1.27
C 1.66 -1.50 1.59
C 3.87 -1.45 2.58
C -1.60 -2.40 1.78
C 4.82 -1.01 0.38
C -3.76 -4.08 -2.53
C -5.24 -1.73 -2.34
C -1.75 0.59 3.17
C 2.46 3.22 -1.42
C -5.77 -2.83 -3.04
C 0.01 -1.21 -2.43
C 1.46 4.26 1.01
H 0.69 2.17 -3.54
H -2.13 0.23 -2.93
H 0.74 0.49 -4.11
H 0.61 4.50 1.67
H 1.84 5.20 0.58
H 2.19 3.42 -2.47
H 3.00 2.27 -1.38
H 1.22 2.90 3.28
H 2.87 -0.33 -1.31
H -0.29 5.07 -1.12
H -3.56 -2.20 0.97
H 4.73 -2.08 2.85
H 1.22 -1.08 2.51
H 5.06 -0.21 -0.34
H -6.68 -2.73 -3.60
H -5.47 -4.94 -3.46
H 2.61 -3.57 0.27
H 0.94 -1.39 -2.99
H -2.31 1.48 -1.68
H -1.36 3.69 -0.77
H 5.72 -1.61 0.60
H -1.41 -3.38 1.31
H 3.47 1.18 0.54
H 0.96 -2.17 1.06
H -1.35 3.94 1.71
H 3.12 4.02 -1.08
H -0.83 -1.32 -3.14
H -3.36 -1.53 2.66
H -2.34 -3.39 -0.08
H -1.19 -0.13 3.77
H 2.04 1.10 -3.09
H -0.10 2.44 4.42
H 1.84 -1.78 -0.91
H 2.26 3.81 1.60
H -1.49 1.89 -3.22
H -2.37 0.09 2.44
H -3.10 -4.95 -2.60
H 2.76 0.90 2.20
H -0.41 3.73 -2.29
H 3.42 -0.98 3.47
H -2.54 2.68 1.19
H 4.27 -3.55 1.01
H -2.39 1.21 3.82
H -5.80 -0.77 -2.41
H -3.76 -1.13 -0.79
H 1.07 1.21 3.90
H -0.12 -1.95 -1.64
H -2.38 3.09 2.92
H -0.84 -2.11 2.52
```

Its net charge is +4. Its HOMO-LUMO gap (spin up / spin down) is 0.2132 / 0.1765 Ha. The calculation puts the largest force on an atom at 5.55 eV Å⁻¹. The multiplicity is 5.

Entry 3:
Here is a molecular structure, C4H5NOS2 from OMol25. Energies are from the ωB97M-V functional and the def2-TZVPD basis.

```
13
Properties=species:S:1:pos:R:3
S -0.57 0.87 -0.87
S 2.32 1.18 -0.06
O -0.55 -1.38 0.44
N -2.06 0.20 -1.44
C 1.53 -0.19 0.36
C 2.11 -1.15 1.21
C 0.09 -0.45 0.03
C -3.00 1.31 -1.45
H -2.82 2.66 -1.02
H 1.79 -0.92 2.35
H 1.90 -2.21 0.90
H 3.22 -0.98 1.35
H -3.97 1.05 -1.81
```

Its HOMO-LUMO gap is 0.2750 Ha. The calculation puts the largest force on an atom at 8.00 eV Å⁻¹.